Here is C11H30IOP2SiV as an isolated structure in a non-equilibrium geometry from the Open Molecules 2025 dataset. Energies are from the ωB97M-V functional and the def2-TZVPD basis.

Structure (XYZ):
```
47
Properties=species:S:1:pos:R:3:forces:R:3:nbo_charge:R:1
C -0.29303 -0.52919 -2.94899 0.0966 0.3595 -0.6573 -1.004
I -0.06409 2.42230 -2.15598 -0.2884 0.0149 -0.3990 0.398
H -1.12506 0.03370 -3.40202 0.3093 -0.0720 0.1891 0.241
H -0.57861 -1.57577 -2.95338 0.3847 -0.0175 -0.1418 0.238
H 0.59482 -0.38779 -3.57228 -0.1828 -0.0526 -0.3619 0.264
V 0.31771 0.09007 -1.03923 -1.6720 1.4711 0.7364 0.379
P -1.94633 -0.82268 -0.54386 -1.9044 -0.9349 0.2315 0.993
C -2.32591 -2.35249 -1.47410 0.2166 -0.0892 -0.2861 -0.934
C -2.88624 -1.25230 1.01549 0.5620 0.2134 0.3242 -0.902
H -3.91257 -1.53382 0.70720 0.5900 0.2707 0.0569 0.271
H -4.13587 -0.11754 -1.29570 0.3788 0.1988 0.0161 0.274
H -2.91881 -0.38458 1.70014 -0.0923 -0.4184 -0.3546 0.257
H -3.22425 1.25353 -0.56351 -0.0617 -0.3011 -0.1567 0.260
H -1.70526 -3.17595 -1.11629 -0.2314 0.0340 0.0081 0.265
H -2.43308 -2.10492 1.55039 -0.2463 0.4332 -0.3286 0.260
C -3.15431 0.37899 -1.22828 0.2916 0.4238 -0.0987 -0.925
H -3.38632 -2.57952 -1.35266 0.0906 -0.0391 0.2613 0.270
H -2.83925 0.73968 -2.21537 -0.2470 -0.1801 0.2160 0.246
H -2.16089 -2.26338 -2.54393 -0.1025 0.1074 0.0543 0.253
P 1.72684 1.37191 0.56688 1.8434 1.8502 0.5649 0.924
C 3.30086 1.13790 -0.36359 -0.0831 -0.3819 0.0454 -0.922
C 1.59809 3.21008 0.40850 -0.4313 0.0234 -0.1857 -0.909
H 1.51920 1.77462 2.96831 0.2374 -0.0411 -0.1883 0.262
H 3.15396 2.15973 2.38182 -0.2649 -0.1869 -0.3044 0.270
H 2.69732 0.47321 2.68529 -0.1654 0.1740 -0.0279 0.261
C 2.33262 1.43191 2.31395 -0.3544 -0.5028 0.2996 -0.904
H 0.63556 3.53888 0.81968 0.2975 0.1432 0.0064 0.255
H 2.43679 3.69374 0.93173 -0.3689 -0.1748 -0.1114 0.269
H 4.00894 1.91146 -0.02993 -0.2043 -0.2388 -0.1689 0.278
H 3.14098 1.21771 -1.44680 0.1400 0.0687 0.2023 0.242
H 1.64527 3.50262 -0.65431 0.1581 0.0100 0.4389 0.233
H 3.70128 0.14630 -0.12951 0.0884 0.2015 -0.1504 0.262
C 1.40736 -1.38922 -1.55785 2.3721 -5.1696 -1.0897 0.486
O 1.94233 -2.35293 -1.92865 -1.6335 3.5017 1.0464 -0.366
C 0.04967 -1.00476 2.70661 -0.2528 0.6746 -0.6130 -1.102
Si 0.69099 -1.49069 0.95477 1.1128 -2.4050 2.2674 1.322
C 2.56512 -1.91892 1.28682 -0.4452 0.5902 -0.6191 -1.100
C 0.08763 -3.32535 0.76887 -0.1259 0.7745 -0.5954 -1.104
H 0.39749 -0.01208 3.02604 -0.1696 -0.4656 0.0380 0.237
H 0.44530 -1.76696 3.40568 -0.1201 0.2926 -0.4664 0.276
H -1.04687 -1.00168 2.76169 0.4348 -0.0502 0.1307 0.244
H 2.54108 -2.71259 2.05630 0.0421 0.4115 -0.3553 0.269
H 3.01042 -2.32146 0.36089 0.0482 0.0274 0.5648 0.241
H 3.17685 -1.07675 1.64536 -0.1293 -0.5676 -0.1435 0.225
H 0.57729 -3.87343 1.59123 -0.2160 0.2469 -0.3165 0.271
H -0.99978 -3.45602 0.83818 0.3972 -0.1013 0.0731 0.231
H 0.43107 -3.73690 -0.19155 -0.0988 -0.1269 0.3489 0.241
```
Forces are in eV/Å.

As for the multiplicity: 3. The value obtained for the highest occupied orbital energy (spin up / spin down) is -0.601 / -0.591 Ha. The energy above the lowest of the compared OMol25 structures with the same formula, charge and spin comes out at 23.4 kcal per mole. As for the total charge: +2. Its lowest unoccupied orbital energy (spin up / spin down) is -8.907 / -10.482 eV. The molar mass comes out at 446.2 g/mol. The orbital gap (spin up / spin down) comes out at 7.4485 / 5.5920 eV.



Here is a 2-piece molecular cluster, C11H31FNO4PSSi2 overall in a non-equilibrium geometry from the Open Molecules 2025 dataset. Energies are from the ωB97M-V functional and the def2-TZVPD basis.

Structure (XYZ):
```
52
Properties=species:S:1:pos:R:3:forces:R:3:nbo_charge:R:1
C -0.12528 -1.32924 3.85001 -0.0160 -0.0758 -0.1726 -0.612
C 0.49193 -0.55142 2.68922 0.6719 -1.0119 0.1185 -0.232
N 0.24350 -1.19574 1.40648 -0.4493 0.2221 0.0781 -0.986
P -0.76263 -0.23062 0.20542 -0.1678 -0.0307 -0.1136 0.458
C -2.01464 0.81456 -0.87632 -0.3109 0.1689 0.4349 -0.799
C -2.15924 2.24303 -0.35606 -0.5348 -0.2251 -0.3785 0.204
C -3.62280 2.66401 -0.32959 0.3747 -0.3711 -0.1479 -0.628
F -1.50186 3.16299 -1.18538 0.1496 -0.0870 0.1643 -0.378
Si -1.42091 -2.19398 -0.67425 -0.1059 -0.5471 -0.2450 1.387
C -2.52431 -3.05969 0.62655 0.3581 0.4349 -0.0491 -1.104
C -2.47656 -2.05415 -2.23671 -0.1171 -0.0296 0.5439 -1.106
C 0.01329 -3.36555 -1.05325 -0.3805 0.1748 -0.1972 -1.111
Si 1.11178 0.80714 -0.53602 1.8778 0.8203 -0.0331 1.462
C 0.97592 1.44069 -2.30720 -0.1329 -0.2654 -0.0301 -1.124
C 1.48392 2.25185 0.64030 -0.6472 -0.5724 -0.0436 -1.113
C 2.63504 -0.26739 -0.48571 -0.7615 0.0146 -0.0850 -1.129
H 0.39500 -1.13567 4.78401 -0.1364 0.2594 0.2345 0.202
H 0.00727 -2.39350 3.66005 0.0631 -0.1842 -0.0413 0.189
H -1.19677 -1.16764 3.95378 -0.1216 0.1502 0.0905 0.189
H 1.57040 -0.55667 2.85954 0.1690 0.2904 0.0142 0.197
H 0.19446 0.49759 2.68647 -0.2295 0.0882 -0.0950 0.192
H -0.07323 -2.14933 1.53694 0.0216 -0.0145 0.1741 0.345
H -1.51823 0.24985 1.33121 0.0566 0.1559 -0.1434 -0.072
H -1.82287 0.79224 -1.94709 0.1973 0.1801 -0.0964 0.227
H -2.99622 0.35726 -0.73348 -0.1387 -0.2138 -0.0526 0.186
H -1.72304 2.31687 0.64277 0.1764 0.2252 0.0479 0.160
H -3.98274 2.56730 -1.35086 -0.1835 0.2719 -0.1648 0.204
H -4.18382 1.93874 0.25271 -0.1189 0.0843 0.3228 0.199
H -3.75976 3.67215 0.04937 -0.0702 0.1174 0.0231 0.204
H -2.78243 -2.39613 1.44943 -0.0852 0.1205 0.0456 0.236
H -3.44538 -3.44015 0.19119 -0.0618 -0.1415 -0.0800 0.224
H -1.94806 -3.87572 1.05435 -0.0590 -0.2590 0.0710 0.227
H -3.44229 -1.63287 -1.96561 -0.1106 0.2293 -0.0496 0.227
H -2.04271 -1.45982 -3.03327 0.1044 0.0069 -0.1298 0.242
H -2.68871 -3.06557 -2.58017 0.1423 -0.1616 -0.2124 0.223
H 0.94419 -3.08159 -0.57484 0.1197 0.0330 0.0707 0.272
H -0.25974 -4.38365 -0.78187 0.0073 -0.1468 0.2182 0.218
H 0.15132 -3.38517 -2.13238 0.2312 0.1380 -0.1581 0.233
H 1.98331 1.37655 -2.71533 0.2672 0.0249 0.1669 0.275
H 0.35234 0.82534 -2.95504 -0.2443 -0.0168 -0.0726 0.201
H 0.68094 2.48181 -2.38145 -0.2434 0.0697 0.0636 0.247
H 2.32286 2.00389 1.28681 0.2345 -0.1184 -0.0529 0.287
H 0.62203 2.49530 1.26394 -0.0656 0.3364 0.0022 0.187
H 1.80651 3.08844 0.02626 0.0582 0.1514 -0.0045 0.286
H 3.40632 0.49276 -0.53758 0.6124 0.2866 -0.1143 0.331
H 2.76063 -0.79528 0.45174 0.0142 -0.2118 0.0382 0.237
H 2.74408 -0.91394 -1.35464 0.0263 -0.2235 0.0344 0.214
O 6.66194 3.28891 -0.33818 -0.1056 -0.0426 -0.0027 -1.117
S 5.54074 2.31151 -0.36844 0.0608 -0.0379 0.0275 2.559
O 5.22241 1.85131 1.01848 -0.1104 -0.0239 0.0538 -1.139
O 5.90945 1.13153 -1.20455 -0.0479 -0.0171 -0.0124 -1.130
O 4.31671 2.95304 -0.94881 -0.2376 -0.0258 -0.0602 -1.147
```
Forces are in eV/Å.

The value obtained for the highest occupied orbital energy is 0.009 Ha. The energy above the lowest of the compared OMol25 structures with the same formula, charge and spin comes out at 0.0 kcal per mole. As for the total charge: -2. Its lowest unoccupied orbital energy is 3.982 eV. The molar mass comes out at 379.6 g/mol. The orbital gap comes out at 3.7265 eV.



> Look up the total charge of the second one.

-2



> Which of these has the highest molar mass?

C11H30IOP2SiV



> What is the formula in the second record?

C11H31FNO4PSSi2



> Among the records above, which one has the lowest total charge?

C11H31FNO4PSSi2